[1]
Formula: C19H49Br3FN6O8P2
Source: OMol25
Level of theory: wB97M-V/def2-TZVPD

Output
maximum force: 6.08 eV Å⁻¹
highest occupied orbital energy: -0.151 Eh
net charge: -1
lowest unoccupied orbital energy: 2.3 eV
M: 810.29 g/mol

```
88
C19H49Br3FN6O8P2 | OMol25 | wB97M-V/def2-TZVPD
F -1.53 -1.30 -1.18
C 0.15 -3.52 -3.07
Br 1.45 -2.95 -4.39
Br 1.04 -4.54 -1.59
Br -1.17 -4.66 -3.91
H -0.31 -2.68 -2.55
O -0.64 0.07 1.95
P 0.38 -0.41 2.95
N 1.69 0.64 3.22
C 1.49 1.96 3.84
C 2.64 0.76 2.14
N 1.14 -1.89 2.55
C 2.23 -2.45 3.31
C 0.34 -2.86 1.83
N -0.30 -0.65 4.50
C -1.72 -0.97 4.59
C 0.48 -0.85 5.70
H 2.34 2.25 4.47
H 0.60 1.94 4.47
H 1.24 2.62 3.02
H 3.55 1.31 2.39
H 2.19 1.34 1.33
H 2.92 -0.23 1.78
H 2.01 -3.50 3.49
H 3.12 -2.67 2.72
H 2.49 -1.76 4.11
H 1.00 -3.41 1.16
H -0.01 -3.63 2.52
H -0.51 -2.45 1.28
H -2.04 -1.09 5.63
H -2.39 -0.21 4.20
H -1.97 -1.91 4.09
H 1.51 -0.53 5.51
H 0.56 -1.93 5.77
H 0.03 -0.44 6.60
O 0.05 1.68 -0.87
P 1.30 1.76 -1.55
N 2.35 3.05 -0.92
C 3.58 3.42 -1.57
C 2.00 3.88 0.28
N 1.22 2.10 -3.17
C 0.74 3.34 -3.71
C 1.02 0.98 -4.12
N 2.37 0.38 -1.36
C 3.79 0.29 -1.84
C 1.79 -0.89 -0.92
H 4.44 3.07 -0.99
H 3.70 4.51 -1.61
H 3.58 2.98 -2.56
H 1.17 3.55 0.90
H 1.77 4.87 -0.13
H 2.89 4.03 0.88
H -0.32 3.29 -3.97
H 0.72 4.04 -2.87
H 1.38 3.65 -4.53
H 1.93 0.44 -4.38
H 0.32 0.29 -3.65
H 0.50 1.29 -5.03
H 4.29 0.76 -1.00
H 4.10 -0.74 -2.00
H 3.81 0.79 -2.82
H 2.49 -1.44 -0.29
H 1.60 -1.57 -1.74
H 0.91 -0.69 -0.30
C -3.77 3.76 -4.20
O -3.28 2.63 -4.89
C -2.71 1.63 -4.17
O -2.70 1.53 -2.89
O -2.42 0.68 -5.05
C -2.07 -0.64 -4.68
H -2.89 4.41 -4.13
H -4.17 3.62 -3.20
H -4.55 4.30 -4.75
H -2.22 -1.27 -5.56
H -2.64 -1.03 -3.84
H -1.02 -0.69 -4.40
C -5.16 -1.67 3.88
O -4.66 -2.73 3.04
C -3.93 -2.43 1.98
O -3.67 -1.32 1.50
O -3.75 -3.62 1.30
C -3.07 -3.74 0.08
H -6.03 -2.10 4.38
H -5.66 -1.00 3.19
H -4.48 -1.35 4.67
H -3.40 -3.04 -0.69
H -3.26 -4.75 -0.29
H -1.98 -3.67 0.15
```

Here are the Löwdin charges for atoms 1 to 4, given in e: F -0.63; C -1.54; Br 0.54; Br 0.53

[2]
Formula: C6H10N3O2S
Source: OMol25
Level of theory: wB97M-V/def2-TZVPD

Output
maximum force: 5.23 eV Å⁻¹
highest occupied orbital energy (spin up / spin down): -0.486 / -0.479 Eh
SMILES string: O=C(/N=N/C(O)=S)[NH+]1CCCC1
net charge: +1
lowest unoccupied orbital energy (spin up / spin down): -6.1 / -6.4 eV
M: 188.23 g/mol

```
22
C6H10N3O2S | OMol25 | wB97M-V/def2-TZVPD
O -0.83 -0.52 2.28
C -0.04 -0.46 1.40
N 1.34 -0.74 1.37
N 2.51 -0.25 1.19
C 3.67 -0.90 1.41
O 3.70 -2.09 2.02
S 5.12 -0.23 0.88
N -0.55 -0.30 -0.05
C -0.11 1.04 -0.62
C -1.04 1.21 -1.84
C -2.44 0.75 -1.29
C -1.99 -0.35 -0.23
H 2.86 -2.45 2.18
H -0.02 -1.07 -0.45
H 0.89 1.07 -1.10
H -0.24 1.87 0.14
H -0.64 0.67 -2.67
H -1.23 2.15 -2.14
H -3.04 1.61 -0.80
H -3.13 0.40 -2.08
H -2.51 -0.06 0.77
H -2.28 -1.36 -0.36
```

Here are the Löwdin charges for atoms 1 to 4, given in e: O 0.19; C -0.38; N 0.16; N 0.06

[3]
Formula: C48H34MnN6O3P3Se2
Source: OMol25
Level of theory: wB97M-V/def2-TZVPD

Output
multiplicity: 5
maximum force: 0.84 eV Å⁻¹
highest occupied orbital energy (spin up / spin down): -0.283 / -0.283 Eh
net charge: 0
<S²>: 6.10
lowest unoccupied orbital energy (spin up / spin down): -1.8 / -0.9 eV
M: 1048.62 g/mol

```
97
C48H34MnN6O3P3Se2 | OMol25 | wB97M-V/def2-TZVPD
Mn 1.43 0.04 -0.75
O 2.71 -3.77 -0.63
C 2.88 -2.60 -0.87
O 2.06 -1.67 -0.43
C 4.07 -2.16 -1.70
C 4.74 -3.17 -2.39
C 5.86 -2.88 -3.14
C 6.34 -1.58 -3.21
C 5.69 -0.57 -2.52
C 4.55 -0.85 -1.77
P 3.78 0.50 -0.85
C 4.58 0.55 0.76
C 5.54 -0.40 1.10
C 6.12 -0.38 2.36
C 5.75 0.59 3.28
C 4.80 1.54 2.94
C 4.22 1.53 1.69
C 4.20 1.99 -1.77
C 3.74 2.09 -3.08
C 3.99 3.23 -3.82
C 4.71 4.28 -3.25
C 5.18 4.18 -1.96
C 4.94 3.03 -1.22
H 4.35 -4.17 -2.31
H 6.37 -3.67 -3.68
H 7.23 -1.35 -3.79
H 6.07 0.44 -2.58
H 5.83 -1.17 0.39
H 6.86 -1.13 2.62
H 6.20 0.60 4.26
H 4.51 2.30 3.66
H 3.48 2.28 1.44
H 3.16 1.29 -3.53
H 3.61 3.31 -4.83
H 4.89 5.18 -3.82
H 5.75 4.99 -1.52
H 5.31 2.96 -0.20
Se -3.21 -3.44 2.63
P -3.58 -2.67 0.72
C -4.88 -1.40 0.62
C -5.21 -0.86 -0.63
C -6.17 0.13 -0.72
C -6.78 0.61 0.43
C -6.44 0.09 1.67
C -5.50 -0.92 1.76
C -4.06 -3.97 -0.45
C -3.11 -4.90 -0.83
C -3.47 -5.98 -1.62
C -4.79 -6.14 -2.02
C -5.74 -5.22 -1.63
C -5.38 -4.13 -0.85
C -2.19 -1.84 -0.08
C -1.31 -0.85 0.33
N -0.48 -0.64 -0.72
N -0.80 -1.47 -1.69
N -1.82 -2.20 -1.33
P -1.04 0.38 1.60
Se 1.08 0.64 1.86
C -1.81 1.88 0.98
C -1.18 3.11 1.13
C -1.78 4.26 0.63
C -3.00 4.18 -0.01
C -3.64 2.95 -0.15
C -3.05 1.81 0.34
C -1.82 -0.05 3.16
C -2.92 0.65 3.64
C -3.46 0.32 4.88
C -2.89 -0.70 5.63
C -1.79 -1.39 5.16
C -1.25 -1.07 3.93
H -4.71 -1.22 -1.52
H -6.44 0.53 -1.69
H -7.52 1.39 0.36
H -6.91 0.46 2.57
H -5.22 -1.34 2.72
H -2.08 -4.79 -0.52
H -2.72 -6.70 -1.92
H -5.07 -6.99 -2.63
H -6.77 -5.34 -1.93
H -6.15 -3.43 -0.54
H -0.22 3.16 1.62
H -1.28 5.21 0.74
H -3.46 5.08 -0.41
H -4.60 2.89 -0.65
H -3.54 0.85 0.21
H -3.37 1.44 3.06
H -4.32 0.86 5.25
H -3.32 -0.95 6.59
H -1.36 -2.19 5.74
H -0.40 -1.62 3.55
O 0.93 1.44 -1.89
N 0.73 2.49 -2.63
C 0.97 3.67 -2.13
C 1.51 3.91 -0.82
N 1.97 4.11 0.21
C 0.74 4.80 -2.98
N 0.57 5.72 -3.64
```

Here are the Löwdin charges for atoms 1 to 4, given in e: Mn 0.68; O 0.11; C -0.54; O -0.20

[4]
Formula: C37H41IMoN5O4Sb
Source: OMol25
Level of theory: wB97M-V/def2-TZVPD

Output
multiplicity: 3
maximum force: 2.48 eV Å⁻¹
highest occupied orbital energy (spin up / spin down): -0.461 / -0.475 Eh
net charge: +2
<S²>: 2.02
lowest unoccupied orbital energy (spin up / spin down): -6.2 / -6.7 eV
M: 964.37 g/mol

```
90
C37H41IMoN5O4Sb | OMol25 | wB97M-V/def2-TZVPD
Mo 1.01 0.75 0.07
O 2.02 0.57 -1.45
C 2.44 1.12 -2.56
C 3.37 0.50 -3.41
C 3.75 1.12 -4.59
C 3.21 2.36 -4.95
C 2.32 3.00 -4.12
C 1.92 2.40 -2.91
C 1.03 3.06 -2.03
N 0.63 2.60 -0.86
N -0.21 3.39 -0.21
C -0.47 2.98 1.01
O 0.08 1.88 1.41
C -1.31 3.82 1.85
C -1.83 5.00 1.32
C -2.57 5.85 2.12
C -2.77 5.53 3.46
C -2.25 4.36 3.99
C -1.54 3.49 3.19
H 3.80 -0.44 -3.11
H 4.46 0.63 -5.23
H 3.50 2.82 -5.88
H 1.93 3.97 -4.38
H 0.67 4.05 -2.29
H -1.63 5.23 0.29
H -2.98 6.76 1.72
H -3.31 6.21 4.09
H -2.39 4.14 5.04
H -1.14 2.57 3.58
O -2.60 -3.16 4.54
C -1.20 -3.21 4.60
C -0.62 -2.31 3.55
C 0.76 -2.27 3.30
C 1.24 -1.43 2.32
N 0.46 -0.64 1.55
C -0.88 -0.71 1.77
C -1.43 -1.51 2.77
C -1.71 0.01 0.81
C -3.08 0.22 0.97
C -3.81 0.84 -0.04
C -5.30 1.00 0.14
O -5.90 -0.27 0.27
C -3.14 1.21 -1.20
C -1.77 0.99 -1.28
N -1.05 0.44 -0.29
H -2.98 -3.72 5.22
H -0.83 -4.23 4.44
H -0.83 -2.88 5.59
H 1.45 -2.88 3.86
H 2.30 -1.38 2.13
H -2.50 -1.55 2.92
H -3.60 -0.10 1.85
H -5.73 1.56 -0.70
H -5.51 1.53 1.07
H -6.06 -0.65 -0.60
H -3.65 1.67 -2.03
H -1.21 1.28 -2.16
I 2.66 3.79 1.66
C 3.52 1.88 1.74
C 4.62 1.69 2.57
C 5.27 0.47 2.55
C 4.86 -0.48 1.61
C 3.76 -0.20 0.83
N 3.03 0.93 0.92
H 4.96 2.49 3.20
H 6.10 0.27 3.22
H 5.38 -1.41 1.49
H 3.44 -0.91 0.07
C -2.15 -1.89 -3.06
C -0.70 -2.28 -3.29
Sb 0.61 -2.20 -1.54
C -0.38 -3.70 -0.26
C -0.84 -4.97 -0.94
C 2.29 -3.22 -2.57
C 1.94 -4.42 -3.43
H -2.73 -2.12 -3.95
H -2.24 -0.82 -2.86
H -2.58 -2.44 -2.23
H -0.25 -1.64 -4.06
H -0.64 -3.31 -3.63
H -1.24 -3.16 0.17
H 0.30 -3.93 0.56
H -1.42 -4.76 -1.83
H -1.47 -5.55 -0.26
H 0.01 -5.59 -1.22
H 3.02 -3.50 -1.82
H 2.73 -2.44 -3.20
H 1.51 -5.22 -2.84
H 2.85 -4.79 -3.90
H 1.25 -4.16 -4.23
```

Here are the Löwdin charges for atoms 1 to 4, given in e: Mo 1.69; O -0.39; C -0.29; C 0.00